Record 1
37
Properties=species:S:1:pos:R:3:mulliken_spin:R:1 method="wB97M-V/def2-TZVPD" spin_multiplicity=4 homo_energy_ha="-0.115 / -0.115" total_energy_ev=-51814.505 lumo_ev="1.93 / 1.98" total_charge=-1 s2=3.7549
H 3.123 2.955 2.866 0.0000
C 4.113 0.613 0.565 -0.0003
H -0.680 2.230 -1.270 0.0020
C 1.705 1.208 1.396 -0.0028
H -4.814 -4.614 -0.915 0.0000
C -2.916 -4.557 -2.090 0.0001
C -2.583 -3.861 -3.293 -0.0001
C -3.732 -3.118 -3.706 -0.0001
H -3.090 1.077 -1.556 -0.0009
C -1.211 2.387 0.897 -0.0075
H -1.640 -3.891 -3.796 0.0000
O 1.185 1.718 2.412 0.0003
C 5.510 0.846 0.686 0.0000
H 7.079 1.968 1.653 0.0000
H 5.516 3.309 3.024 0.0000
H 6.207 0.253 0.099 0.0000
C 6.007 1.803 1.560 0.0000
H 2.800 -0.630 -0.385 0.0002
C -2.396 1.966 1.608 -0.0012
Nd -1.391 -0.041 0.588 3.0415
C -4.776 -3.356 -2.759 -0.0001
O 1.024 0.530 0.481 -0.0032
C -4.271 -4.246 -1.760 -0.0001
C 5.133 2.559 2.336 -0.0001
C -1.389 2.080 -0.509 -0.0004
C 3.765 2.342 2.230 0.0002
H -2.530 2.006 2.651 0.0022
H -4.250 0.957 0.869 -0.0001
H -5.762 -2.943 -2.793 0.0000
C 3.218 1.381 1.352 0.0001
H -3.800 -2.496 -4.573 0.0000
H -0.344 2.791 1.335 0.0020
C -2.701 1.476 -0.666 -0.0119
O 3.746 -0.365 -0.287 0.0001
Cl -0.273 -0.527 2.636 -0.0170
C -3.316 1.388 0.651 -0.0027
H -2.266 -5.200 -1.535 0.0000

***

Record 2
41
Properties=species:S:1:pos:R:3:nbo_charge:R:1 method="wB97M-V/def2-TZVPD" homo_energy_ha=-0.314 total_energy_ev=-43527.717 lumo_ev=0.55 e_above_lowest_ev=0.000 smiles="Cn1c(CNC(=O)c2ccco2)nnc1SCC(=O)c1ccc(F)cc1"
S 1.249 -2.487 -1.196 0.2889
H 2.541 -0.624 -1.981 0.2541
H -2.461 -2.442 0.680 0.2643
H 7.596 0.759 0.573 0.2314
C -4.113 -0.067 0.658 0.6300
C -5.954 2.425 -1.100 0.1182
C -5.087 0.687 -0.139 0.1458
C -0.868 -0.229 1.059 0.3027
O 3.670 -2.310 0.565 -0.5227
H -6.601 -0.749 -0.767 0.2434
H -1.213 -3.287 -0.271 0.2208
C -6.789 1.388 -1.389 -0.3193
C 3.623 -1.444 -0.270 0.5844
H -5.985 3.464 -1.365 0.2080
N -3.114 0.686 1.176 -0.5884
N -0.647 -1.449 0.478 -0.3511
C 5.763 -0.305 0.200 -0.1371
O -4.924 2.017 -0.348 -0.3983
C 3.873 1.054 -0.436 -0.1547
N 0.911 -0.019 -0.122 -0.3590
H 2.818 1.140 -0.649 0.2571
C 2.788 -1.583 -1.533 -0.6238
C 5.988 2.054 0.020 0.4191
H -1.703 0.819 2.691 0.2378
N 0.056 0.615 0.695 -0.2809
H -2.411 -0.803 2.413 0.2394
C 4.655 2.189 -0.325 -0.2887
O -4.214 -1.267 0.852 -0.6383
C -2.028 0.102 1.935 -0.2706
H -3.020 1.646 0.885 0.4154
C 0.490 -1.252 -0.244 0.1779
C -1.395 -2.669 0.607 -0.4339
H 3.341 -2.198 -2.246 0.2587
C -6.228 0.254 -0.766 -0.2246
C 4.428 -0.199 -0.185 -0.1936
H -1.075 -3.215 1.497 0.2097
C 6.557 0.822 0.290 -0.2936
F 6.755 3.159 0.109 -0.3224
H 4.243 3.170 -0.499 0.2318
H -7.687 1.427 -1.971 0.2346
H 6.173 -1.280 0.417 0.2274

***

Record 3
48
Properties=species:S:1:pos:R:3:nbo_charge:R:1 method="wB97M-V/def2-TZVPD" homo_energy_ha=-0.053 total_energy_ev=-327487.204 lumo_ev=3.56 e_above_lowest_ev=0.000 total_charge=-2
C -0.097 -0.858 2.230 0.1523
N -1.092 4.333 -1.629 -0.5596
H 2.714 -2.681 2.369 0.2253
C -1.536 5.351 -0.907 0.1671
H -3.631 -2.891 0.097 0.2220
Se 3.326 1.138 0.510 -0.9818
H 2.953 -0.761 -2.602 0.3903
H 1.849 1.200 3.832 0.1958
H 3.901 -2.026 -2.163 0.3529
O -0.001 -1.625 -2.425 -0.7222
C -3.932 -0.856 0.442 -0.2865
H 2.574 -2.795 -0.627 0.1948
H 1.890 -1.094 -0.687 0.2396
C -1.108 -3.285 1.034 0.1485
C 2.530 -0.772 3.078 -0.1993
H -2.078 2.582 -2.423 0.2416
H 3.569 -0.777 3.405 0.2270
H -4.338 4.002 -1.290 0.1920
N -2.806 5.344 -0.635 -0.5007
C -2.187 3.556 -1.941 -0.1054
C -3.299 4.187 -1.344 -0.1640
Sb 3.080 2.367 -1.594 1.0680
N -1.411 -4.441 0.601 -0.5843
Se 2.378 4.630 -0.746 -1.0026
H -3.816 1.302 0.818 0.2048
C 1.572 0.298 3.316 0.0796
S -0.136 -5.398 0.772 0.8539
H -0.130 4.028 -1.910 0.4953
K 0.427 2.519 0.650 0.8922
H 0.405 -0.713 -2.438 0.5228
C 0.737 -1.925 2.062 -0.1251
C 0.269 -3.193 1.559 0.1559
N -2.110 0.327 1.476 -0.4317
O 0.280 -3.605 -1.652 -0.6603
H -0.940 6.153 -0.650 0.1947
C -3.205 -1.985 0.528 -0.1133
C 2.039 -1.891 2.457 -0.1312
Se 4.967 2.367 -3.068 -0.8199
C 2.085 -2.027 -1.264 -0.3666
C -1.910 -2.020 1.047 -0.1176
C 0.723 -2.518 -1.809 0.7992
H -4.896 -0.726 -0.065 0.2199
N 0.912 -4.319 1.473 -0.5879
N 0.333 0.263 2.859 -0.4325
C -1.434 -0.820 1.567 0.2618
N 2.980 -1.775 -2.475 -0.8367
C -3.361 0.274 0.910 0.0484
Se 0.965 1.557 -2.748 -1.0166

***

Record 4
46
Properties=species:S:1:pos:R:3:nbo_charge:R:1 method="wB97M-V/def2-TZVPD" homo_energy_ha=-0.372 total_energy_ev=-90620.413 lumo_ev=-5.39 e_above_lowest_ev=0.000 total_charge=+1
H -0.680 0.196 -2.290 0.2337
C 0.959 -4.717 -0.635 -0.5261
H 4.145 -0.581 -2.617 0.2494
N 1.151 0.230 -1.338 -0.5300
C 3.075 -0.434 -2.579 -0.2059
N 2.591 0.843 0.777 -0.2739
S -0.118 -1.231 1.507 -0.0975
H 1.982 -4.950 -0.346 0.2387
H -2.342 -0.480 0.383 0.2165
H -0.580 -3.843 2.190 0.4387
O 0.453 2.851 -0.113 -0.6879
H 0.304 -5.882 1.077 0.2409
O -0.609 4.826 0.141 -0.4392
Ti 0.479 1.173 0.485 1.5096
H -3.368 4.319 0.217 0.2959
C -2.602 0.567 0.333 0.0609
N -0.135 -3.841 1.283 -0.5354
S 0.753 1.652 2.790 -0.0766
C -0.678 3.651 0.072 0.7572
H -4.744 0.297 0.404 0.2799
C -3.912 0.988 0.353 -0.2187
C -0.040 -5.050 0.467 -0.2301
H -1.023 -5.292 0.059 0.2214
C -3.145 3.260 0.250 -0.1692
N 3.069 2.004 3.985 -0.7384
C -5.689 2.847 0.354 0.7235
C 0.174 -2.688 0.715 -0.0245
N -1.571 1.436 0.250 -0.5870
C 0.903 -0.460 -3.597 -0.2351
O -6.499 1.918 0.444 -0.7002
H 4.301 0.160 -0.153 0.2342
C 2.480 0.024 -1.415 0.1801
C -1.872 2.768 0.193 0.0619
H 4.073 1.997 4.065 0.4259
C 3.232 0.338 -0.213 0.0743
O -5.775 4.077 0.284 -0.6898
S 0.821 -2.916 -0.877 0.3367
N 3.284 1.189 1.878 -0.3794
H 0.723 -5.222 -1.567 0.2591
C 2.506 1.604 2.848 0.3327
H 0.249 -0.630 -4.440 0.2559
H 2.515 2.357 4.745 0.4246
H 2.712 -1.024 -4.607 0.2485
C 2.272 -0.677 -3.682 -0.1041
C 0.379 -0.002 -2.406 0.0952
C -4.203 2.348 0.325 0.0536

***

Record 5
36
Properties=species:S:1:pos:R:3:nbo_charge:R:1 method="wB97M-V/def2-TZVPD" homo_energy_ha=-0.339 total_energy_ev=-25504.013 lumo_ev=0.75 e_above_lowest_ev=2.393 smiles="O=C1NOC(=O)C1(Cc1ccccc1)Cc1ccccc1"
H -0.493 0.185 3.331 0.2110
C 2.071 -2.327 -0.725 -0.2471
C -0.646 1.166 2.818 -0.1435
H -4.082 -0.097 0.453 0.4236
C -0.519 2.573 0.885 -0.2073
O -2.847 0.533 -1.173 -0.3124
C 1.214 -1.322 -2.706 -0.2209
C -1.249 3.521 2.998 -0.2129
N -3.249 -0.271 -0.122 -0.3504
H -1.039 4.623 1.165 0.2155
H -1.305 2.132 4.650 0.2164
H -1.555 4.376 3.600 0.2177
H -0.410 -2.666 -0.092 0.2383
C -1.525 0.343 -1.337 0.7895
H 0.521 -0.629 1.323 0.2330
H 4.212 -2.667 -0.644 0.2133
C 0.994 -1.836 -1.457 0.0461
C -0.385 -1.913 -0.886 -0.4054
H 2.696 -0.844 -4.195 0.2134
H -1.102 -2.263 -1.673 0.2246
H 0.990 0.418 -0.006 0.2479
H 0.348 -1.030 -3.306 0.2280
C -1.092 2.257 3.585 -0.2301
H 4.655 -1.653 -2.852 0.2185
O -2.278 -1.637 1.459 -0.5826
O -0.844 0.774 -2.236 -0.5524
C 3.373 -2.269 -1.205 -0.1967
C 2.538 -1.256 -3.206 -0.2026
C -0.954 3.659 1.645 -0.2117
H 1.865 -2.793 0.238 0.2093
C -0.370 1.282 1.447 -0.0728
H -0.224 2.695 -0.145 0.2189
C -2.171 -0.905 0.491 0.6698
C 0.147 0.128 0.624 -0.4009
C -0.913 -0.580 -0.280 -0.2637
C 3.627 -1.706 -2.467 -0.2213

***

Record 6
46
Properties=species:S:1:pos:R:3:nbo_charge:R:1 method="wB97M-V/def2-TZVPD" homo_energy_ha=-0.286 total_energy_ev=-49543.219 lumo_ev=0.36 e_above_lowest_ev=0.000
S -2.280 -0.759 0.927 -0.1008
H -0.851 -3.502 -3.607 0.2217
C -0.384 4.218 3.843 0.7665
C -0.868 3.006 3.120 -0.1624
O -2.698 -1.937 -2.017 -0.6346
C 0.787 -2.221 1.549 0.0000
O 0.757 4.381 4.174 -0.5673
N 1.494 -1.668 -2.503 -0.3067
H -3.629 1.232 2.279 0.2238
H 3.785 -1.216 0.740 0.2310
C 1.197 1.878 -1.770 0.0066
H -0.195 3.589 -1.845 0.2384
H -2.008 1.609 -1.221 0.2401
H -2.983 3.213 3.532 0.2020
C 0.081 2.189 2.516 -0.1573
C 1.269 -3.069 -4.196 -0.3463
C 2.131 -2.203 -3.556 0.0039
O -1.282 5.216 4.029 -0.6701
H -0.074 -2.612 2.063 0.2478
H 2.558 -2.429 2.871 0.2418
H 3.149 -1.928 -3.773 0.2267
N -0.330 0.379 -1.294 -0.2527
N 0.654 -1.717 0.327 -0.2337
H 3.089 -0.274 -1.686 -0.0203
O -1.810 -3.343 -0.601 -0.6253
H -2.107 5.007 3.577 0.4812
C -0.291 1.050 1.827 -0.2508
C -2.582 1.500 2.343 -0.2456
C -0.947 1.546 -1.393 0.0019
B 1.967 -0.626 -1.469 0.5335
H 0.482 0.449 1.371 0.2117
H 1.125 2.461 2.597 0.2348
N 0.241 -2.159 -2.439 -0.3017
Rh -0.953 -1.482 -0.826 0.9601
N 0.987 0.576 -1.526 -0.3092
H -3.403 -3.845 -1.774 0.1324
C 2.755 -1.495 0.884 0.0066
H 1.460 -3.661 -5.072 0.2371
C 0.089 -2.999 -3.451 -0.0034
N 1.850 -1.265 -0.080 -0.3118
C -0.014 2.540 -1.701 -0.3334
C -2.683 -3.075 -1.478 0.6227
C 2.120 -2.111 1.942 -0.3401
H 2.188 2.237 -1.986 0.2291
C -2.209 2.638 3.034 -0.1957
C -1.634 0.684 1.717 -0.1320

***

Please write out number 5 again, unchanged.
36
Properties=species:S:1:pos:R:3:nbo_charge:R:1 method="wB97M-V/def2-TZVPD" homo_energy_ha=-0.339 total_energy_ev=-25504.013 lumo_ev=0.75 e_above_lowest_ev=2.393 smiles="O=C1NOC(=O)C1(Cc1ccccc1)Cc1ccccc1"
H -0.493 0.185 3.331 0.2110
C 2.071 -2.327 -0.725 -0.2471
C -0.646 1.166 2.818 -0.1435
H -4.082 -0.097 0.453 0.4236
C -0.519 2.573 0.885 -0.2073
O -2.847 0.533 -1.173 -0.3124
C 1.214 -1.322 -2.706 -0.2209
C -1.249 3.521 2.998 -0.2129
N -3.249 -0.271 -0.122 -0.3504
H -1.039 4.623 1.165 0.2155
H -1.305 2.132 4.650 0.2164
H -1.555 4.376 3.600 0.2177
H -0.410 -2.666 -0.092 0.2383
C -1.525 0.343 -1.337 0.7895
H 0.521 -0.629 1.323 0.2330
H 4.212 -2.667 -0.644 0.2133
C 0.994 -1.836 -1.457 0.0461
C -0.385 -1.913 -0.886 -0.4054
H 2.696 -0.844 -4.195 0.2134
H -1.102 -2.263 -1.673 0.2246
H 0.990 0.418 -0.006 0.2479
H 0.348 -1.030 -3.306 0.2280
C -1.092 2.257 3.585 -0.2301
H 4.655 -1.653 -2.852 0.2185
O -2.278 -1.637 1.459 -0.5826
O -0.844 0.774 -2.236 -0.5524
C 3.373 -2.269 -1.205 -0.1967
C 2.538 -1.256 -3.206 -0.2026
C -0.954 3.659 1.645 -0.2117
H 1.865 -2.793 0.238 0.2093
C -0.370 1.282 1.447 -0.0728
H -0.224 2.695 -0.145 0.2189
C -2.171 -0.905 0.491 0.6698
C 0.147 0.128 0.624 -0.4009
C -0.913 -0.580 -0.280 -0.2637
C 3.627 -1.706 -2.467 -0.2213